# C2H3NO2

C2H3NO2 as an isolated structure (ωB97M-V with the def2-TZVPD basis set, OMol25).

Computed properties:
Energy: -282.94148 a.u.
LUMO energy: 0.1 eV
Max |F|: 4.23 eV/A
HOMO-LUMO gap: 9.14 eV

Geometry as XYZ:
```
8
Properties=species:S:1:pos:R:3:forces:R:3
O 0.78365 0.63753 -1.29112 1.2064 -0.1508 -2.6847
C -0.76968 -0.65110 0.11289 1.7188 1.1516 -1.2672
H 0.67731 0.83876 1.49367 -0.8653 0.4582 0.6467
H -0.43302 -1.54429 -0.46975 0.0697 0.7071 1.2576
N -0.35062 0.70922 -0.60941 -1.9285 0.3209 2.1185
C 0.17333 0.39687 0.65805 2.7640 -2.5567 -1.9258
O 1.74050 0.21701 -0.27525 -3.1991 -0.1704 1.9555
H -1.82147 -0.60401 0.38092 0.2340 0.2401 -0.1005
```
Positions in Å, forces in eV/Å.